No. 1
A cluster of 11 separate species, H22O11 in total, computed with ωB97M-V with the def2-TZVPD basis set.

The geometry in XYZ format:
```
33
Properties=species:S:1:pos:R:3:forces:R:3:nbo_charge:R:1
O -3.586068 -0.092639 -0.126882 1.34 0.82 0.30 -0.9613
H -4.121055 -0.788831 0.181028 -1.60 -1.43 0.05 0.4689
H -2.934088 -0.078500 0.598531 0.23 0.88 -0.28 0.4929
O 1.328313 -2.862877 0.747031 -0.50 1.09 0.56 -0.9781
H 0.758901 -2.309775 0.158921 0.90 -1.10 0.35 0.4938
H 1.781792 -3.545397 0.258936 -0.28 -0.02 -0.64 0.4729
O 0.133535 -0.161721 0.072051 3.11 -0.56 -1.43 -1.0366
H -0.252836 0.116809 -0.753668 -1.29 0.10 -0.28 0.5064
H -0.436526 -0.213480 0.791168 -2.36 0.12 1.82 0.5053
O 0.926485 2.963326 0.098497 -2.08 2.07 -0.46 -0.9661
H 1.084925 3.571613 -0.639452 -0.12 -0.20 0.39 0.4715
H 1.633020 2.370027 0.094720 1.94 -1.80 0.14 0.4902
O -1.596057 -0.669818 2.228106 0.47 -1.09 -1.87 -0.9419
H -2.080470 -1.403974 1.811334 0.24 0.19 0.80 0.4717
H -2.077251 -0.339339 2.959691 -0.82 0.43 1.07 0.4932
O -1.737909 1.980429 1.039042 0.11 -0.05 -0.25 -0.9748
H -0.810636 1.998565 0.728539 -0.45 0.34 0.06 0.5016
H -2.260271 2.425730 0.359461 0.24 0.00 0.18 0.4664
O 2.779309 0.960999 0.009107 0.60 0.28 -0.52 -0.9578
H 3.307224 0.300153 0.446607 -0.04 -0.60 0.92 0.4995
H 3.380150 1.209732 -0.699799 -0.05 0.34 -0.33 0.4776
O -1.592134 0.363195 -2.017573 3.41 0.62 -2.11 -0.9540
H -1.404931 1.305610 -2.127613 -0.33 -0.29 -0.04 0.4753
H -2.358442 0.262140 -1.536434 -3.07 -0.22 1.89 0.4949
O 0.325297 -2.709217 -1.923885 -2.15 -1.39 -0.05 -0.9513
H -0.643245 -2.517782 -1.870923 1.18 -0.32 -0.21 0.4715
H 0.704660 -1.864663 -1.794553 0.74 1.72 -0.22 0.4753
O 1.397055 -0.080036 2.620166 -0.02 -0.49 -1.51 -0.9448
H 1.223130 -0.219427 1.651750 0.37 -0.31 1.24 0.4805
H 1.338227 0.867115 2.640968 0.01 0.88 0.44 0.4549
O 1.738529 -0.186946 -2.351416 0.37 -0.36 0.15 -0.9566
H 1.566552 0.138887 -1.457358 0.13 0.13 0.14 0.4921
H 2.484814 -0.789907 -2.196097 -0.24 0.22 -0.31 0.4670
```
Positions in Å, forces in eV/Å.

As for the HOMO energy: -0.389 hartree. For the electronic energy, the calculation gives -840.812187 hartree. As for the molar mass: 198.17 g mol⁻¹. As for the total charge: 0.

No. 2
A cluster of 11 separate species, H22O11 in total, computed with ωB97M-V with the def2-TZVPD basis set.

The geometry in XYZ format:
```
33
Properties=species:S:1:pos:R:3:forces:R:3:nbo_charge:R:1
O 2.849078 0.351256 -2.031541 -0.60 0.20 -0.67 -0.9430
H 2.009373 0.605110 -1.625676 0.17 -0.10 0.79 0.4812
H 2.515142 -0.008700 -2.862180 0.53 -0.28 -0.13 0.4574
O -0.337022 -2.221816 1.811135 -1.94 2.04 0.64 -1.0306
H -0.590372 -2.958027 1.261231 1.65 -0.67 -0.06 0.4984
H 0.536131 -1.984214 2.107753 0.62 -1.07 -0.35 0.5068
O -2.835380 -1.917198 -3.237897 -0.34 0.52 -0.68 -0.9301
H -2.221937 -2.442839 -2.752367 0.57 -0.65 0.86 0.4631
H -2.331296 -1.737911 -4.038486 -0.23 0.20 -0.17 0.4672
O 2.295028 -0.441623 2.575274 0.15 -0.90 0.91 -0.9438
H 3.147144 -0.441469 2.136331 0.20 0.05 0.00 0.4676
H 1.698002 -0.513555 1.832029 0.00 0.64 -0.26 0.4715
O 2.632474 3.234777 -0.413827 -0.30 -0.11 0.25 -0.9667
H 2.563221 4.114994 -0.787648 0.11 0.04 -0.08 0.4898
H 3.349429 2.777387 -0.852840 0.34 0.01 -0.35 0.4928
O 1.540345 0.809178 0.485622 0.46 -0.81 -0.29 -1.0070
H 1.837263 1.690943 0.231029 -0.89 0.33 0.04 0.5111
H 0.623241 0.590095 0.319320 -0.32 0.96 -0.45 0.4934
O -0.931156 -4.788850 0.986277 -0.54 0.37 -0.37 -0.9213
H -1.130172 -4.895124 1.916532 0.21 -0.25 0.51 0.4798
H -1.730105 -4.336458 0.681026 -0.05 -0.38 -0.32 0.4646
O -3.221533 -0.149882 1.564044 0.47 0.23 -0.08 -0.9425
H -3.118295 -0.900205 2.142759 -0.28 -0.62 0.35 0.4681
H -2.349689 0.249087 1.683044 -0.08 0.45 -0.13 0.4758
O -1.509851 2.274003 3.191863 -0.77 0.71 0.18 -0.9299
H -2.456281 2.476695 3.168245 -0.16 -0.73 -0.31 0.4648
H -1.247749 3.119568 3.571180 0.87 -0.07 0.06 0.4655
O 0.945257 2.488091 -3.836820 0.24 -0.32 0.19 -0.9295
H 1.515251 1.734530 -3.637344 0.03 0.07 -0.32 0.4598
H 0.897498 2.893359 -2.968629 -0.24 0.34 0.16 0.4666
O -1.382499 0.276729 -0.921015 2.04 0.80 0.01 -0.9981
H -2.133313 0.414759 -1.488631 -0.74 -0.70 0.37 0.5037
H -1.427221 -0.362681 -0.209795 -1.18 -0.29 -0.32 0.4936
```
Positions in Å, forces in eV/Å.

As for the HOMO energy: -0.389 hartree. For the electronic energy, the calculation gives -840.779761 hartree. As for the molar mass: 198.17 g mol⁻¹. As for the total charge: 0.

No. 3
A cluster of 11 separate species, H22O11 in total, computed with ωB97M-V with the def2-TZVPD basis set.

The geometry in XYZ format:
```
33
Properties=species:S:1:pos:R:3:forces:R:3:nbo_charge:R:1
O -11.572000 -12.431000 -20.488000 -1.21 -1.08 0.02 -1.0062
H -12.086000 -12.733000 -19.690000 0.65 0.41 -0.66 0.5058
H -11.685000 -13.173000 -21.122000 0.22 0.44 0.06 0.5235
O -6.788000 -13.914000 -19.173000 1.20 0.04 0.19 -0.9607
H -7.715000 -13.734000 -19.103000 -1.14 -0.05 -0.04 0.4873
H -6.663000 -14.813000 -19.474000 -0.18 -0.12 -0.04 0.4632
O -7.378000 -11.003000 -18.396000 -0.36 1.08 -1.69 -0.9650
H -7.254000 -11.546000 -17.645000 0.02 -0.69 1.48 0.4959
H -7.946000 -10.247000 -18.199000 0.23 -0.33 0.37 0.4861
O -11.848000 -10.333000 -17.217000 1.06 0.68 -0.58 -0.9739
H -12.426000 -11.044000 -17.432000 -0.85 -0.92 0.04 0.4565
H -11.280000 -10.337000 -18.030000 -0.23 0.30 0.92 0.4840
O -10.564000 -10.129000 -19.636000 0.26 -0.51 -0.41 -0.9692
H -11.165000 -9.480000 -19.953000 -0.61 1.86 -0.03 0.4763
H -10.981000 -10.860000 -20.124000 0.44 -0.97 0.12 0.5040
O -5.411000 -11.593000 -20.429000 -0.16 0.32 0.27 -0.9560
H -6.277000 -11.496000 -19.985000 0.50 -0.17 -0.18 0.5009
H -5.580000 -11.454000 -21.359000 -0.09 -0.07 -0.23 0.4474
O -11.291000 -15.034000 -21.529000 -0.72 0.58 -1.50 -0.9401
H -10.977000 -15.287000 -20.693000 1.01 -0.43 1.90 0.4759
H -11.879000 -15.753000 -21.756000 -0.29 -0.17 -0.39 0.4801
O -8.403000 -10.883000 -21.366000 0.33 -0.65 -0.33 -0.9547
H -7.758000 -10.304000 -21.770000 0.17 0.19 -0.07 0.4690
H -9.114000 -10.324000 -21.073000 -0.44 0.49 0.38 0.4785
O -9.466000 -12.837000 -18.944000 -1.47 -1.53 -0.49 -1.0128
H -9.056000 -12.003000 -19.109000 0.92 1.12 -0.23 0.5039
H -10.186000 -12.905000 -19.637000 1.13 0.28 0.87 0.4904
O -9.685000 -12.990000 -16.197000 0.36 -0.48 -1.47 -0.9778
H -10.432000 -12.626000 -15.753000 -0.74 0.64 0.53 0.4576
H -9.874000 -12.886000 -17.172000 0.46 -0.08 0.99 0.4959
O -12.709000 -13.021000 -18.134000 -0.29 0.08 -0.10 -0.9673
H -13.647000 -12.965000 -18.337000 -0.22 -0.15 0.28 0.4901
H -12.614000 -13.463000 -17.285000 0.06 -0.12 0.02 0.5114
```
Positions in Å, forces in eV/Å.

As for the HOMO energy: -0.358 hartree. For the electronic energy, the calculation gives -840.828004 hartree. As for the molar mass: 198.17 g mol⁻¹. As for the total charge: 0.

No. 4
A structure of composition H23O11, computed with ωB97M-V with the def2-TZVPD basis set.

The geometry in XYZ format:
```
34
Properties=species:S:1:pos:R:3:forces:R:3:nbo_charge:R:1
O -1.359221 -1.684404 0.386032 1.05 1.78 -1.52 -0.9729
H 1.778926 0.616773 -3.735772 0.35 0.68 -1.13 0.4817
H 2.813826 0.635784 4.286790 -0.11 -1.46 -1.82 0.4797
O 0.882083 3.709152 -1.707578 -0.34 0.21 -2.39 -0.9530
H -0.918131 -0.770734 0.232229 -0.38 -1.76 0.42 0.5383
H 2.774950 0.586798 -2.531968 0.81 0.41 -0.11 0.4933
O -2.401784 -0.868849 2.530720 -1.39 0.35 -0.31 -0.9600
H 1.139239 -1.390606 2.349326 1.13 -1.65 -0.81 0.4772
H 0.810345 -1.996789 -3.430224 1.28 0.07 0.02 0.4992
O -0.276505 0.650056 0.997909 -0.43 -0.70 0.12 -0.9709
H -0.560197 1.197156 0.278251 -0.23 0.95 -0.65 0.4961
H -1.383116 3.244713 2.477843 0.64 -1.32 1.84 0.4959
O 2.785123 0.022371 3.474509 1.18 1.65 1.51 -0.9643
H -0.613710 -2.077910 -3.308982 -0.25 -0.62 -0.47 0.4643
H 3.732875 0.019648 3.185504 -1.24 -0.15 0.27 0.4863
O -1.264087 1.300885 -2.507569 -0.34 2.06 0.36 -0.9609
H -0.888562 0.441894 -2.517888 1.07 -0.78 -0.06 0.4576
H -1.859979 -1.489879 1.223431 -0.25 -0.43 0.22 0.5442
O 1.920984 0.338752 -2.850991 -1.35 -1.21 1.15 -0.9738
H -2.056880 -0.703881 3.411802 -0.16 0.05 0.06 0.5141
O -1.106609 3.922353 1.919615 -1.44 1.69 -3.05 -0.9944
H 0.425699 4.243494 -2.420300 0.81 -0.73 1.34 0.4856
H 0.448317 3.929492 -0.902728 -0.67 0.48 0.99 0.4731
O -1.120061 -3.630515 -1.009865 1.04 0.32 -0.39 -0.8406
H -0.282662 4.375560 1.874708 0.90 -0.37 1.18 0.4998
H -0.548033 -3.343773 -1.752838 -0.03 -0.04 -1.23 0.5304
O 1.443393 -2.204779 1.829224 0.07 2.00 1.84 -0.9289
H -0.421024 -4.136699 -0.532414 -0.94 0.26 0.50 0.5312
H 0.714076 -2.310661 1.250476 -1.10 -0.33 -0.99 0.4494
O 0.149136 -2.682790 -3.358655 -1.19 0.69 0.67 -0.9324
H 0.468893 1.086207 1.395730 0.67 0.18 0.18 0.5068
H -0.558911 1.992762 -2.426670 -0.44 -1.22 -0.07 0.4997
H -1.369160 -2.553537 -0.539072 0.17 -0.65 1.85 0.5374
H -3.299233 -0.468045 2.429411 1.13 -0.41 0.51 0.5109
```
Positions in Å, forces in eV/Å.

As for the HOMO energy: -0.514 hartree. For the electronic energy, the calculation gives -841.140678 hartree. As for the molar mass: 199.17 g mol⁻¹. As for the total charge: +1.

No. 5
A structure of composition H23O11, computed with ωB97M-V with the def2-TZVPD basis set.

The geometry in XYZ format:
```
34
Properties=species:S:1:pos:R:3:forces:R:3:nbo_charge:R:1
O 1.653948 -2.899825 -0.749072 0.57 -0.33 -0.95 -0.9407
H -1.041823 1.218545 2.491612 0.05 0.01 0.64 0.5353
H -0.071755 -0.381325 -1.089360 -0.04 0.81 0.46 0.5135
O 3.592670 0.926927 -1.104228 -0.06 0.62 1.26 -0.9745
H 2.190152 -3.618261 -1.117031 -0.19 -0.33 0.52 0.4822
H -2.235707 0.738660 1.621679 0.36 0.09 0.11 0.5194
O 1.651371 -0.033980 -4.018073 0.87 0.44 0.61 -0.9098
H -0.897467 1.607081 -1.823680 -0.26 -0.03 -0.57 0.4703
H -3.361824 -1.551380 0.669043 0.12 -0.13 -0.39 0.4681
O 1.026872 1.281786 2.736797 -1.66 0.17 1.04 -0.9959
H 0.820254 1.447688 1.808640 1.47 -0.13 -0.17 0.4902
H -3.663671 0.400484 0.842941 -0.74 -0.09 -0.26 0.4929
O -0.088928 -1.011490 -0.345008 -0.24 0.08 -1.26 -0.9905
H -4.802139 -2.028217 0.874670 0.00 -0.16 0.02 0.4840
H 2.895501 0.824685 -1.743372 0.11 -0.32 -0.57 0.4812
O -0.851401 -1.385598 2.104637 0.56 -0.18 0.16 -0.9204
H -1.135899 -2.299927 2.024396 -0.26 -0.13 0.29 0.5274
H 1.743498 -2.284241 -1.488847 -0.05 0.36 0.25 0.4637
O -1.859823 0.682647 2.528068 0.33 0.20 0.48 -0.8415
H 2.465254 -0.001141 -3.495511 0.10 -0.90 -0.22 0.4392
O -3.019579 0.586772 0.150248 0.68 -0.45 1.12 -0.9699
H 1.610597 0.917581 -4.151120 -0.87 0.28 -0.52 0.4736
H 4.427631 0.514364 -1.310684 -0.01 -0.31 -0.58 0.5040
O 1.700516 2.150908 0.381079 -0.52 -0.17 -0.52 -1.0018
H -3.513465 0.837348 -0.610124 -0.66 0.48 -0.99 0.5100
H 1.856612 3.092999 0.429320 0.25 0.31 0.07 0.4971
O 0.031816 1.399483 -1.970993 -0.59 -0.15 0.37 -0.9526
H 2.561505 1.710856 0.289058 0.05 0.13 -0.26 0.5221
H 0.387155 1.757816 -1.153385 0.94 0.25 0.43 0.4911
O -3.941964 -1.973775 1.304778 -0.01 0.21 0.26 -0.9511
H 1.807878 0.748037 2.882651 0.04 -0.12 -0.53 0.4985
H -1.438312 -0.416089 2.660825 -0.13 0.14 -1.23 0.5409
H -0.417704 -1.131763 1.237379 -0.27 -0.17 0.15 0.5404
H -0.081755 -1.827670 -0.867338 0.08 -0.47 0.79 0.5036
```
Positions in Å, forces in eV/Å.

As for the HOMO energy: -0.529 hartree. For the electronic energy, the calculation gives -841.167461 hartree. As for the molar mass: 199.17 g mol⁻¹. As for the total charge: +1.

No. 6
A cluster of 11 separate species, H23O11 in total, computed with ωB97M-V with the def2-TZVPD basis set.

The geometry in XYZ format:
```
34
Properties=species:S:1:pos:R:3:forces:R:3:nbo_charge:R:1
O 1.152678 0.715772 0.934791 -1.86 0.08 3.56 -0.8799
H -3.556082 1.976461 2.250325 -0.41 0.63 -0.15 0.4866
H -1.263360 -0.704507 3.043880 -2.90 -3.26 1.56 0.4898
O -0.674395 2.961606 -0.852787 -5.94 -2.39 0.16 -0.9580
H 1.230684 -0.411298 0.592128 0.61 0.88 1.89 0.5461
H -3.083814 0.893920 3.145990 -0.53 -0.57 1.72 0.4544
O -1.303372 0.329272 -0.181225 1.48 0.10 1.15 -1.0645
H 2.389207 -3.469941 -0.852427 0.44 1.69 -2.43 0.5039
H 2.284415 0.958580 -4.603035 0.58 -0.05 -0.39 0.4863
O 1.549617 -1.750979 0.831356 -4.23 -0.75 -3.34 -0.9074
H 0.588935 -2.141355 0.870068 2.08 1.00 1.17 0.4978
H -2.671940 -1.744848 -0.491836 0.48 -1.62 1.74 0.4855
O -0.666921 -0.180161 2.628931 1.64 6.35 0.57 -0.9576
H 1.799837 2.463147 -4.258887 -0.55 -3.53 0.01 0.4932
H -1.046222 0.758826 3.011158 1.23 -2.94 -1.76 0.5020
O 1.573227 0.522974 4.577781 1.55 2.79 1.01 -0.9297
H 2.118846 -0.195967 4.387146 1.39 -1.88 -0.31 0.4693
H 1.700707 0.920579 1.796425 -0.60 -0.86 -2.36 0.5401
O -3.039819 1.178110 2.259677 0.60 0.14 -1.27 -0.9303
H -0.888347 1.210011 -0.127303 -0.92 -0.25 -0.99 0.4944
O -2.798050 -1.207544 -1.227678 -1.46 1.39 -2.36 -0.9186
H 0.069482 3.175391 -1.328225 2.43 0.63 -2.27 0.4785
H -1.457643 2.538713 -1.480795 3.53 1.98 2.07 0.4977
O 0.667819 -1.043967 -3.216004 15.49 3.24 5.26 -0.9387
H -2.367109 -1.559562 -2.001462 0.13 -0.60 -0.11 0.4854
H -0.023351 -1.341179 -3.447014 -14.94 -5.34 -5.10 0.4363
O 2.245432 -2.668495 -1.465398 -5.77 -2.06 12.17 -0.9350
H 0.823838 -0.139457 -3.113241 -0.54 2.16 -0.28 0.4989
H 2.634249 -2.623426 -2.195231 5.32 -0.02 -9.72 0.4833
O 1.563259 1.439069 -4.210588 -0.02 3.61 0.43 -0.9743
H 1.496270 -1.923865 -0.210488 1.78 0.29 1.25 0.5297
H 0.732894 0.292419 4.311849 -2.82 -1.00 -0.86 0.4619
H 0.188526 0.690559 1.474810 2.44 -0.60 -2.26 0.5675
H -1.969503 0.081146 -0.852681 0.27 0.72 0.25 0.5054
```
Positions in Å, forces in eV/Å.

As for the HOMO energy: -0.499 hartree. For the electronic energy, the calculation gives -840.989426 hartree. As for the molar mass: 199.17 g mol⁻¹. As for the total charge: +1.

no.,F_max (Eh/bohr)
1,0.07892
2,0.05612
3,0.04273
4,0.07337
5,0.03815
6,0.32431